# 1
Formula: C12H43N3O8
Source: the Open Molecules 2025 dataset
Level of theory: ωB97M-V/def2-TZVPD

## Properties
**HOMO**: -0.3330 hartree
**Energy above the lowest of the compared OMol25 structures with the same formula, charge and spin**: 49.7 kcal per mole
**Orbital gap**: 9.199 eV
**SMILES**: COC[C@H](C)N.COC[C@H](C)N.COC[C@H](C)N.O.O.O.O.O

Positions of all 66 atoms, in Å:
C  2.889  3.676  -6.144
O  2.090  3.513  -4.970
C  0.859  2.799  -4.986
C  0.510  2.141  -3.658
C  1.563  1.050  -3.418
N  -0.756  1.434  -3.852
H  2.429  3.965  -7.090
H  3.467  2.790  -6.415
H  3.616  4.447  -5.892
H  0.129  3.573  -5.232
H  0.869  2.061  -5.790
H  0.512  2.853  -2.831
H  2.559  1.416  -3.168
H  1.656  0.481  -4.343
H  1.210  0.394  -2.622
H  -1.472  2.124  -4.046
H  -1.139  1.183  -2.948
C  4.475  3.304  2.032
O  3.613  2.389  1.377
C  2.401  2.237  2.140
C  1.635  0.924  1.804
C  1.101  0.874  0.373
N  0.447  0.699  2.657
H  5.482  3.324  1.613
H  4.690  2.951  3.041
H  4.129  4.333  1.924
H  2.767  2.061  3.153
H  1.755  3.114  2.082
H  2.355  0.105  1.821
H  0.393  1.677  0.160
H  0.570  -0.063  0.198
H  1.942  0.999  -0.309
H  -0.061  -0.130  2.375
H  -0.271  1.360  2.386
C  -1.954  -2.968  6.439
O  -2.207  -3.302  5.097
C  -1.378  -2.621  4.161
C  -1.783  -2.914  2.677
C  -1.630  -4.378  2.223
N  -0.929  -2.092  1.800
H  -2.505  -2.034  6.575
H  -0.915  -2.711  6.649
H  -2.349  -3.715  7.126
H  -1.394  -1.562  4.429
H  -0.317  -2.864  4.254
H  -2.828  -2.621  2.576
H  -1.789  -4.414  1.144
H  -2.331  -5.056  2.710
H  -0.632  -4.800  2.343
H  -1.235  -2.454  0.905
H  0.041  -2.366  1.880
O  -2.238  1.559  -1.249
H  -3.189  1.550  -1.365
H  -2.113  1.630  -0.300
O  -3.844  -2.520  -2.407
H  -3.908  -2.257  -3.327
H  -3.494  -3.413  -2.435
O  -2.817  0.013  0.994
H  -3.653  -0.348  0.693
H  -2.333  -0.746  1.333
O  -1.531  -1.274  -1.407
H  -2.449  -1.512  -1.564
H  -1.576  -0.480  -0.868
O  0.248  -3.513  -0.913
H  0.744  -3.110  -0.199
H  -0.124  -2.770  -1.397

=====

# 2
Formula: C32H44FeN9S2Si
Source: the Open Molecules 2025 dataset
Level of theory: ωB97M-V/def2-TZVPD

## Properties
**HOMO (spin up / spin down)**: -0.3299 / -0.3452 hartree
**Total charge**: +1
**2S+1**: 5
**Orbital gap (spin up / spin down)**: 5.875 / 6.133 eV

Positions of all 89 atoms, in Å:
Fe  0.515  0.476  -0.133
N  -1.141  5.399  -0.496
C  -0.196  4.482  -0.782
N  0.200  3.557  0.017
C  -0.370  3.467  1.280
N  0.018  2.541  2.094
N  0.945  1.686  1.569
C  2.134  1.744  2.016
C  3.189  1.086  1.270
C  4.480  0.971  1.775
C  5.478  0.461  0.969
C  5.162  0.116  -0.337
C  3.850  0.255  -0.758
N  2.865  0.695  0.020
C  -1.427  4.394  1.657
C  -2.071  4.358  2.895
C  -3.082  5.251  3.182
C  -3.465  6.200  2.235
C  -2.829  6.264  1.012
C  -1.806  5.367  0.724
H  -1.376  6.114  -1.164
H  0.242  4.541  -1.774
H  2.382  2.373  2.868
H  4.678  1.282  2.793
H  6.488  0.343  1.337
H  5.913  -0.257  -1.018
H  3.578  -0.006  -1.774
H  -1.750  3.627  3.625
H  -3.577  5.217  4.143
H  -4.262  6.895  2.459
H  -3.124  7.005  0.278
N  2.170  1.535  -3.305
C  0.820  1.372  -3.378
N  0.055  1.287  -2.330
C  -1.273  1.130  -2.683
C  -1.499  1.038  -4.015
S  -0.019  1.184  -4.891
C  -2.272  1.190  -1.622
C  -3.602  1.373  -1.789
S  -4.390  1.490  -0.263
C  -2.841  1.289  0.523
N  -1.840  1.149  -0.308
N  -2.758  1.178  1.866
H  2.514  1.856  -2.413
H  2.664  1.839  -4.125
H  -2.426  0.867  -4.537
H  -4.164  1.431  -2.706
H  -3.547  1.453  2.423
H  -1.839  1.301  2.273
C  -0.349  -2.434  2.796
C  0.704  -2.802  1.745
C  1.993  -2.087  2.155
C  0.948  -4.316  1.799
Si  0.123  -2.194  -0.038
C  1.264  -2.974  -1.456
C  0.821  -4.378  -1.888
C  2.720  -3.096  -1.003
C  1.232  -2.037  -2.669
C  -1.737  -2.746  -0.357
C  -2.705  -1.956  0.529
C  -2.111  -2.449  -1.814
C  -1.963  -4.238  -0.074
H  0.069  -2.590  3.797
H  -1.240  -3.057  2.721
H  -0.644  -1.383  2.712
H  2.312  -2.450  3.139
H  1.815  -1.015  2.234
H  2.813  -2.254  1.457
H  1.180  -4.618  2.828
H  1.794  -4.609  1.176
H  0.076  -4.887  1.478
H  0.804  -5.071  -1.044
H  1.534  -4.775  -2.621
H  -0.163  -4.376  -2.355
H  2.833  -3.839  -0.213
H  3.113  -2.150  -0.647
H  3.339  -3.424  -1.848
H  0.226  -1.918  -3.076
H  1.876  -2.433  -3.464
H  1.600  -1.049  -2.386
H  -2.556  -0.887  0.414
H  -2.591  -2.200  1.583
H  -3.736  -2.194  0.242
H  -1.935  -1.399  -2.061
H  -3.175  -2.658  -1.968
H  -1.555  -3.067  -2.520
H  -1.881  -4.453  0.992
H  -1.265  -4.879  -0.612
H  -2.977  -4.519  -0.386

=====

# 3
Formula: C4H10O
Source: the Open Molecules 2025 dataset
Level of theory: ωB97M-V/def2-TZVPD

## Properties
**HOMO**: -0.3099 hartree
**Energy above the lowest of the compared OMol25 structures with the same formula, charge and spin**: 55.7 kcal per mole
**Orbital gap**: 9.605 eV

Positions of all 15 atoms, in Å:
C  -1.802  0.029  1.413
C  -0.762  -0.672  0.618
C  0.406  -0.106  0.372
O  1.432  -0.839  -0.121
C  2.423  -0.072  -0.748
H  -1.719  1.126  1.448
H  -2.103  1.010  -1.630
H  -2.801  -0.281  1.107
H  -1.399  0.604  -1.524
H  -0.866  -1.748  0.487
H  -1.663  -0.318  2.445
H  0.566  0.969  0.528
H  3.238  -0.729  -1.061
H  2.010  0.439  -1.625
H  2.799  0.684  -0.049

=====

The calculation returns the following max |F| values, one per record and in order: 0.0394; 0.0217; 0.0444 Eh/bohr.